1.
This record from the OMol25 dataset describes a 2-piece molecular cluster, C10H19Cl2N6OS overall in a non-equilibrium geometry. The level of theory is ωB97M-V/def2-TZVPD.

The HOMO energy is -12.23 eV. The net charge is +1. For the LUMO energy, the calculation gives -0.135 hartree.

Geometry (Å):
C 1.1374 -2.9175 -0.2227
C -0.0740 -2.1413 -0.7118
N -0.3790 -1.0234 0.1958
C -1.4298 -0.1077 -0.1887
C -1.0870 1.3762 -0.0045
C -0.3128 2.0324 -1.1656
S 1.3243 2.6905 -0.7710
C 2.2366 1.2387 -0.4811
N 2.6027 0.3154 -1.3043
N 3.3550 -0.5924 -0.5705
C 3.3913 -0.1331 0.6302
O 2.7012 1.0097 0.7833
C -2.6901 -0.4731 0.7042
N -3.6142 -1.1228 -0.2672
C -2.9945 -1.2551 -1.4333
N -3.2883 -2.1489 -2.3625
N -1.9571 -0.3202 -1.5994
H 1.0001 -3.2589 0.8050
H 1.3137 -3.7814 -0.8655
H 2.0369 -2.2996 -0.2632
H 0.0719 -1.8118 -1.7455
H -0.9310 -2.8309 -0.7218
H 0.4818 -0.5099 0.3566
H -2.0425 1.8965 0.1073
H -0.5429 1.5108 0.9341
H -0.8347 2.9393 -1.4809
H -0.2403 1.3826 -2.0387
H 3.8951 -0.5800 1.4737
H -3.1923 0.3631 1.1890
H -2.3903 -1.2266 1.4298
H -4.1332 -1.9264 0.0756
H -3.1286 -1.9087 -3.3295
H -3.5675 -3.0925 -2.1458
H -2.4328 0.5634 -1.7996
C 3.2344 3.5182 3.3165
Cl 3.8373 5.0729 3.8823
Cl 1.4632 3.4500 3.3079
H 3.5818 3.3598 2.3026
H 3.5983 2.7428 3.9797

2.
This record from the OMol25 dataset describes C2H3FO2S as an isolated structure in a non-equilibrium geometry. The level of theory is ωB97M-V/def2-TZVPD.

For the energy relative to the best compared isomer or geometry (same formula, charge and spin), the calculation gives 4.096 eV. The HOMO energy is -10.50 eV. For the LUMO energy, the calculation gives 0.005 hartree.

Geometry (Å):
C -0.7934 0.4362 -0.0400
C 0.0276 -0.7574 -0.4700
O 1.7577 1.2287 0.0721
O 1.0047 -0.2603 1.9410
F -0.2840 -1.8839 0.0243
S 0.7986 0.3214 0.6418
H -0.8350 1.2363 -0.8447
H -1.6154 0.5483 0.5655
H -0.0609 -0.8695 -1.8902

3.
This record from the OMol25 dataset describes CH3Br2ClOSi as an isolated structure in a non-equilibrium geometry. The level of theory is ωB97M-V/def2-TZVPD.

For the energy relative to the best compared isomer or geometry (same formula, charge and spin), the calculation gives 5.630 eV. The HOMO energy (alpha / beta) is -8.28 / -8.28 eV. For the LUMO energy (alpha / beta), the calculation gives -0.069 / -0.069 hartree.

Geometry (Å):
C -0.8791 1.0272 -1.2103
O -0.3832 -0.2142 -1.2422
Si 0.9228 -1.3014 1.1185
Cl 1.5172 -2.9302 0.2735
Br 2.1020 0.4337 1.8024
Br -0.3621 -1.3535 2.8901
H -0.4196 1.7192 -2.0962
H -0.4764 1.6120 -0.3416
H -2.0216 1.0071 -1.1941

4.
This record from the OMol25 dataset describes an isolated ion of composition C4H9N4 and charge +1 in a non-equilibrium geometry. The level of theory is ωB97M-V/def2-TZVPD.

For the energy relative to the best compared isomer or geometry (same formula, charge and spin), the calculation gives 1.844 eV. The HOMO energy is -13.52 eV. The net charge is +1. Its SMILES is Cn1cnn(C)c1=[NH2+]. For the LUMO energy, the calculation gives -0.113 hartree.

Geometry (Å):
C -0.5831 1.6749 0.1049
C 0.1385 -0.4827 -0.1037
C -2.4239 -0.0257 -0.0121
C 2.5681 0.2576 -0.0800
N 0.7017 1.6270 0.1117
N -1.1302 0.4856 -0.1116
N 1.1211 0.3961 -0.0085
N 0.1349 -1.8295 -0.0641
H -1.0844 2.6786 0.1481
H -3.1054 -0.0117 -0.8513
H -2.3255 -0.9729 0.4688
H -3.0694 0.6630 0.6500
H 2.8867 0.0281 -1.1133
H 3.1250 1.0402 0.4349
H 2.9432 -0.7262 0.3419
H -0.8207 -2.3074 0.0180
H 0.9234 -2.4950 0.0661

5.
This record from the OMol25 dataset describes C27H22CuN2O3PS2 as an isolated structure. The level of theory is ωB97M-V/def2-TZVPD.

For the energy relative to the best compared isomer or geometry (same formula, charge and spin), the calculation gives 0.000 eV. The HOMO energy (alpha / beta) is -5.03 / -5.01 eV. Its expectation value of S² is 0.754. Its spin multiplicity is 2. The net charge is -1. For the LUMO energy (alpha / beta), the calculation gives 0.099 / 0.079 hartree.

Geometry (Å):
Cu -0.5519 1.6534 -1.0801
C -2.1965 5.6619 -0.5640
O -3.3360 5.1499 0.1186
C -3.8937 3.9829 -0.3261
C -5.2632 3.9250 -0.3069
C -5.9462 2.7647 -0.6920
C -5.2145 1.6862 -1.1099
C -3.8057 1.7047 -1.1387
C -3.1552 0.4991 -1.6067
N -1.8948 0.3567 -1.6967
N -1.3488 -0.7976 -2.1816
C -0.0505 -0.6703 -2.2846
O 0.6330 0.3850 -1.9829
C 0.6941 -1.8100 -2.8926
C 0.0563 -2.9998 -3.2330
C 0.7766 -4.0429 -3.7951
C 2.1378 -3.9011 -4.0387
C 2.7766 -2.7126 -3.7068
C 2.0606 -1.6741 -3.1273
C -3.0953 2.8628 -0.7110
O -1.7991 2.9782 -0.6177
H -2.1588 6.7229 -0.3232
H -2.3029 5.5462 -1.6466
H -1.2784 5.1762 -0.2477
H -5.7993 4.8092 0.0206
H -7.0289 2.7308 -0.6665
H -5.7174 0.7766 -1.4266
H -3.7835 -0.3404 -1.9034
H -1.0053 -3.0915 -3.0375
H 0.2753 -4.9694 -4.0507
H 2.6974 -4.7161 -4.4839
H 3.8412 -2.5995 -3.8791
H 2.5442 -0.7511 -2.8346
S 3.2952 2.0835 1.5000
P 1.8307 0.8007 1.6875
S -0.0632 1.3551 1.2246
C 1.7148 0.2048 3.4265
C 2.8941 -0.2261 4.0323
C 2.8779 -0.7132 5.3326
C 1.6847 -0.7637 6.0435
C 0.5092 -0.3277 5.4478
C 0.5212 0.1526 4.1401
C 2.2230 -0.7959 0.8684
C 3.4187 -0.9765 0.1868
C 3.7330 -2.2253 -0.3460
C 2.8518 -3.2883 -0.2009
C 1.6430 -3.1028 0.4589
C 1.3281 -1.8587 0.9916
H 3.8257 -0.1625 3.4808
H 3.7996 -1.0487 5.7952
H 1.6729 -1.1394 7.0605
H -0.4245 -0.3597 5.9985
H -0.3938 0.4904 3.6712
H 4.1052 -0.1428 0.1018
H 4.6701 -2.3641 -0.8741
H 3.0926 -4.2575 -0.6214
H 0.9411 -3.9257 0.5465
H 0.3818 -1.7045 1.5003

6.
This record from the OMol25 dataset describes one molecule with the formula C2H8N2O3S in a non-equilibrium geometry. The level of theory is ωB97M-V/def2-TZVPD.

For the energy relative to the best compared isomer or geometry (same formula, charge and spin), the calculation gives 0.790 eV. The HOMO energy is -10.19 eV. Its SMILES is C[C@H](N)OS(N)(=O)=O. For the LUMO energy, the calculation gives 0.018 hartree.

Geometry (Å):
C -2.1794 -0.3325 -0.0315
C -0.8975 0.1983 0.3680
N -0.9082 1.6257 0.4427
N 2.6863 -1.2434 -0.5346
O 1.6629 0.2431 1.2660
O 1.9238 1.1048 -1.0604
O 0.1160 -0.3735 -0.5222
S 1.5813 0.0545 -0.1565
H -2.6132 0.0175 -0.9869
H -1.8454 -1.3718 -0.1799
H -2.7998 -0.2618 0.8745
H -0.5473 -0.0999 1.3943
H 0.0665 1.9809 0.2323
H -1.5216 2.0722 -0.2311
H 2.9838 -1.7193 0.3489
H 2.2919 -1.8947 -1.2236